(1)
{
  "formula": "C27H26Cl3FGeIrN5O3Se2",
  "method": "the ωB97M-V functional and the def2-TZVPD basis",
  "charge": 3,
  "orbital_gap_ev": [7.830, 5.789],
  "energy_ha": -10007.800307,
  "homo_ev": [-15.98, -15.97],
  "multiplicity": 2,
  "species": ["Ir", "Se", "Se", "Ge", "Cl", "Cl", "Cl", "F", "O", "O", "O", "N", "N", "N", "N", "N", "C", "C", "C", "C", "C", "C", "C", "C", "C", "C", "C", "C", "C", "C", "C", "C", "C", "C", "C", "C", "C", "C", "C", "C", "C", "C", "C", "H", "H", "H", "H", "H", "H", "H", "H", "H", "H", "H", "H", "H", "H", "H", "H", "H", "H", "H", "H", "H", "H", "H", "H", "H", "H"],
  "xyz": [[-0.547, 0.021, 0.075], [-1.925, -2.100, 2.722], [-2.792, -1.512, 0.643], [1.773, 0.767, -0.109], [1.905, 2.880, -0.249], [2.749, 0.030, 1.612], [2.788, 0.053, -1.848], [0.091, -2.243, -6.352], [-1.274, 3.832, -0.755], [-0.510, -0.127, -1.955], [-1.371, 1.725, -0.090], [-0.301, -2.014, -0.248], [1.056, 0.031, -10.673], [-0.853, 2.906, -4.696], [-0.112, -0.215, -8.325], [-0.610, 0.367, 2.125], [-0.659, 0.857, -2.776], [-0.598, -4.615, -1.143], [-0.116, -0.973, -5.971], [-0.156, 1.591, 2.489], [0.030, 1.965, 3.799], [-0.236, 0.038, -6.960], [-0.941, 2.183, -2.416], [0.213, 4.499, -6.380], [0.736, -2.660, -0.795], [-0.472, 1.326, -6.497], [-1.023, 3.149, -3.406], [-0.059, 1.026, -10.424], [-0.233, -0.720, -4.640], [-0.988, -0.477, 3.105], [-0.275, 1.055, 4.799], [0.624, -3.970, -1.226], [-0.438, 5.340, -5.324], [-0.938, 0.498, -9.290], [-1.692, -3.932, -0.614], [-0.497, 0.578, -4.181], [0.611, -1.368, -10.359], [0.380, -1.494, -8.851], [-1.185, 2.675, -1.037], [-0.823, -0.164, 4.441], [-0.610, 1.603, -5.132], [-1.481, -2.652, -0.173], [-1.003, 3.995, -5.657], [0.102, 5.461, -4.395], [-0.137, 1.309, 5.841], [1.376, 0.097, -11.641], [1.317, -1.745, -8.356], [-0.618, 1.136, -11.351], [-2.670, -4.384, -0.533], [1.670, -2.124, -0.883], [1.376, -2.063, -10.696], [-0.291, -1.541, -10.941], [0.414, 1.974, -10.178], [-0.150, -1.539, -3.938], [0.061, 2.277, 1.685], [-0.523, 2.146, -7.195], [-1.458, 1.332, -8.829], [-0.706, -5.635, -1.486], [-1.168, -0.861, 5.194], [-0.315, -2.322, -8.694], [-1.019, 6.200, -5.621], [1.856, 0.265, -10.084], [1.163, 4.048, -6.127], [0.098, 4.786, -7.416], [1.495, -4.470, -1.625], [0.404, 2.954, 4.021], [-1.242, 4.170, -3.124], [-1.713, -0.167, -9.684], [-1.948, 3.950, -6.183]]
}

(2)
{
  "formula": "C3H5N2OS",
  "method": "the ωB97M-V functional and the def2-TZVPD basis",
  "charge": 1,
  "orbital_gap_ev": 9.938,
  "energy_ha": -699.879556,
  "homo_ev": -14.27,
  "smiles": "C1=[NH+]O[C@@H]2S[C@@H]2N1",
  "species": ["S", "O", "N", "N", "C", "C", "C", "H", "H", "H", "H", "H"],
  "xyz": [[-0.967, 2.031, 0.452], [1.461, 0.538, 0.307], [-0.856, -0.839, -0.402], [1.048, -0.611, 0.961], [0.012, -1.298, 0.478], [0.510, 1.253, -0.410], [-0.864, 0.760, -0.750], [-1.485, -1.586, -0.657], [-0.012, -2.242, 0.928], [1.431, -0.665, 1.901], [-1.357, 0.714, -1.796], [1.079, 1.946, -1.013]]
}

(3)
{
  "formula": "C27H28BF4O16S",
  "method": "the ωB97M-V functional and the def2-TZVPD basis",
  "charge": -1,
  "orbital_gap_ev": 5.313,
  "energy_ha": -3072.139282,
  "homo_ev": -5.42,
  "species": ["S", "F", "F", "F", "F", "O", "O", "O", "O", "O", "O", "O", "O", "O", "O", "O", "O", "O", "O", "O", "O", "C", "C", "C", "C", "C", "C", "C", "C", "C", "C", "C", "C", "C", "C", "C", "C", "C", "C", "C", "C", "C", "C", "C", "C", "C", "C", "C", "B", "H", "H", "H", "H", "H", "H", "H", "H", "H", "H", "H", "H", "H", "H", "H", "H", "H", "H", "H", "H", "H", "H", "H", "H", "H", "H", "H", "H"],
  "xyz": [[-3.384, -1.881, 1.901], [-5.401, 1.363, 1.212], [-3.045, -4.165, 3.201], [-1.981, -2.538, 4.109], [-1.212, -3.469, 2.332], [-0.881, -1.068, 0.801], [-4.189, -6.965, 0.028], [-2.167, 0.683, 1.699], [-2.973, -5.139, -4.768], [0.837, 3.712, -3.436], [9.402, 0.058, 3.038], [1.011, 8.848, -1.599], [-0.454, 4.381, -1.311], [2.249, 8.188, -3.761], [-3.589, -3.377, -2.967], [5.874, -0.714, 0.022], [-3.521, -8.691, -1.734], [-4.019, -2.828, 0.983], [-4.222, -1.244, 2.912], [7.792, 0.233, 5.042], [4.262, -0.516, 2.016], [5.428, -0.380, 2.328], [-5.322, 0.549, 0.062], [-3.907, -6.456, -1.042], [-0.261, 1.896, 0.889], [1.655, 7.258, -3.239], [-3.605, -4.644, -2.576], [5.910, -0.128, 3.671], [0.928, 4.978, -3.075], [8.230, -0.094, 2.733], [-2.338, -3.076, 2.935], [1.632, 5.906, -3.744], [0.900, 7.578, -1.967], [-0.235, -0.497, 1.923], [-3.230, -5.613, -3.674], [7.752, -0.352, 1.396], [-2.963, -0.373, -0.538], [1.952, 0.852, -0.004], [-0.777, 0.920, 1.961], [-3.926, -5.041, -1.336], [-3.195, -7.029, -3.375], [0.194, 6.657, -1.298], [-3.511, -7.428, -2.137], [0.154, 5.303, -1.814], [7.228, 0.004, 3.864], [1.262, 2.030, 0.722], [6.431, -0.486, 1.198], [-4.004, 0.747, -0.692], [-2.259, -0.539, 0.906], [1.575, 9.269, -2.278], [-0.656, 2.885, 1.165], [0.271, 3.272, -2.768], [-2.915, -7.716, -4.162], [-3.429, -1.306, -0.891], [5.187, -0.060, 4.472], [-6.180, 0.839, -0.562], [1.432, 2.942, 0.128], [1.216, 0.267, -0.570], [-0.708, 1.635, -0.079], [0.852, -0.623, 1.869], [-5.448, -0.489, 0.396], [8.753, 0.287, 4.870], [2.415, 0.172, 0.715], [-2.139, -0.177, -1.244], [-0.350, 6.877, -0.391], [1.747, 2.220, 1.692], [-4.176, -4.345, -0.541], [-3.318, -3.383, -3.904], [-3.594, 1.721, -0.394], [8.474, -0.424, 0.596], [-0.577, -0.976, 2.857], [2.185, 5.684, -4.646], [-3.793, -8.652, -0.793], [-4.258, 0.823, -1.762], [-0.703, 1.381, 2.958], [2.720, 1.209, -0.700], [4.907, -0.746, 0.173]]
}

(4)
{
  "formula": "C5H8O2P",
  "method": "the ωB97M-V functional and the def2-TZVPD basis",
  "charge": -1,
  "orbital_gap_ev": 7.880,
  "energy_ha": -687.198630,
  "homo_ev": -3.76,
  "smiles": "C[P@@](=O)([O-])[C@@H]1C=CC1",
  "species": ["P", "O", "O", "C", "C", "C", "C", "C", "H", "H", "H", "H", "H", "H", "H", "H"],
  "xyz": [[-1.055, -1.344, 0.191], [-0.759, -2.058, 1.452], [-2.462, -1.021, -0.153], [0.280, 1.738, 1.844], [-0.684, 1.774, 0.687], [-0.222, -2.191, -1.233], [0.115, 0.582, 0.154], [0.976, 0.715, 1.340], [0.859, -2.127, -1.141], [-0.640, 2.674, 0.064], [-0.557, -1.769, -2.173], [0.328, 2.316, 2.754], [1.820, 0.145, 1.689], [-0.528, -3.237, -1.158], [0.554, 0.648, -0.839], [-1.719, 1.541, 0.928]]
}